#i
The following is a quantum chemistry calculation of ClH4N2OP in the gas phase, from OMol25.

Geometry (Å):
N 0.48 -0.26 1.32
P -0.16 0.53 0.03
N 0.70 0.07 -1.30
O -0.43 1.94 0.16
Cl -2.39 -0.82 -0.07
H 0.08 0.08 2.19
H 0.45 -1.27 1.26
H 0.79 -0.91 -1.50
H 0.47 0.63 -2.10

Values from the calculation:
LUMO energy, eV: -0.1564
SMILES: NP(N)(=O)Cl
Frontier orbital gap, eV: 10.026
Net charge: 0

Partial atomic charges computed with the natural (NBO) method, in multiples of e: -1.170 2.256 -1.171 -1.019 -0.590 0.427 0.418 0.421 0.428



#ii
The following is a quantum chemistry calculation of 2 unconnected molecules or ions with the total composition ClH4N2OP, from OMol25.

Geometry (Å):
N -1.11 -0.49 -1.22
N 0.25 0.37 1.05
O 1.40 -0.79 -0.61
P 0.27 0.38 -0.70
Cl -0.93 1.39 1.87
H -1.76 0.10 -1.55
H -1.35 -1.09 -0.46
H 1.65 1.17 1.25
H 1.56 -1.05 0.37

Values from the calculation:
LUMO energy, eV: -0.9292
Frontier orbital gap, eV: 8.184
Net charge: 0

Partial atomic charges computed with the natural (NBO) method, in multiples of e: -1.124 -0.960 -0.994 1.345 0.102 0.381 0.382 0.361 0.508



It is #i that is most stable; the runner-up trails by 4.855 eV.



#i
The following is a quantum chemistry calculation of 14 unconnected molecules or ions with the total composition C6H39NO13, from OMol25.

Geometry (Å):
C -1.02 0.29 1.95
C -0.55 0.20 0.49
C 0.36 -1.02 0.19
C 1.61 -0.55 -0.49
C 2.82 -0.65 0.06
C 1.46 0.09 -1.84
N -1.69 0.30 -0.45
H -2.00 -0.20 1.89
H -0.43 -0.27 2.67
H -1.19 1.29 2.33
H 0.06 1.07 0.23
H 0.52 -1.67 1.05
H -0.19 -1.70 -0.47
H 2.98 -0.94 1.09
H 3.75 -0.56 -0.50
H 1.42 -0.66 -2.65
H 2.32 0.67 -2.16
H 0.51 0.61 -1.85
H -2.57 0.55 -0.03
H -1.48 0.95 -1.20
H -2.59 3.54 -0.82
H -1.69 4.42 -0.09
O -2.06 4.33 -0.99
H 1.96 1.08 2.74
H 2.69 2.50 2.31
O 1.89 1.98 2.42
H 2.63 2.59 -0.24
H 1.53 3.58 0.06
O 2.29 3.45 -0.52
H 0.96 -0.42 4.20
H 1.58 -1.71 3.60
O 1.78 -0.92 4.15
H -1.82 2.10 -4.17
H -0.65 2.59 -3.32
O -1.09 1.76 -3.64
H -1.54 3.03 1.61
H -0.02 2.73 1.37
O -0.81 3.16 1.00
H -0.54 3.83 -1.82
H 1.09 3.46 -2.21
O 0.23 3.83 -2.42
H -3.53 -2.52 1.96
H -4.04 -1.63 0.79
O -4.09 -1.77 1.74
H 1.34 -3.39 1.96
H 0.09 -3.33 2.84
O 1.05 -3.17 2.86
H -0.47 -3.95 -2.86
H -0.55 -2.45 -2.42
O -0.57 -3.37 -2.10
H -1.35 -2.42 0.92
H -1.05 -3.91 0.76
O -1.54 -3.28 1.32
H -1.63 -0.79 -4.02
H -0.70 -0.18 -3.06
O -0.74 -0.92 -3.67
H 2.48 -4.03 0.00
H 1.20 -3.88 -0.71
O 1.59 -3.70 0.16

Values from the calculation:
LUMO energy, eV: 0.0725
Frontier orbital gap, eV: 9.345
Net charge: 0

Partial atomic charges computed with the natural (NBO) method, in multiples of e: -0.633 -0.040 -0.506 0.056 -0.436 -0.655 -0.881 0.227 0.208 0.194 0.183 0.239 0.222 0.196 0.193 0.235 0.224 0.194 0.362 0.375 0.467 0.496 -0.939 0.514 0.494 -1.005 0.479 0.474 -0.945 0.455 0.505 -0.983 0.472 0.507 -1.008 0.482 0.511 -0.984 0.514 0.514 -1.025 0.493 0.471 -0.961 0.504 0.498 -0.981 0.478 0.513 -1.000 0.484 0.491 -0.968 0.475 0.497 -0.962 0.482 0.507 -0.972



#ii
The following is a quantum chemistry calculation of 13 unconnected molecules or ions with the total composition C6H39NO13, from OMol25.

Geometry (Å):
C 0.62 0.98 -0.66
O 1.71 1.49 0.14
C 0.18 -0.40 -0.09
C -0.62 -1.12 -1.14
C -1.24 -2.47 -0.76
C -0.59 -3.69 -1.49
C -2.76 -2.54 -0.98
N 1.54 -1.08 -0.03
H 1.06 0.81 -1.65
H -0.07 1.82 -0.87
H 1.33 1.91 0.92
H -0.34 -0.37 0.87
H -0.17 -1.24 -2.13
H -1.47 -0.50 -1.42
H -1.09 -2.64 0.31
H -0.19 -3.57 -2.49
H -1.34 -4.49 -1.49
H 0.21 -4.03 -0.82
H -3.17 -1.70 -0.40
H -2.92 -2.25 -2.03
H -3.40 -3.39 -0.76
H 1.36 -1.98 -0.44
H 2.22 -0.62 -0.62
H -1.91 1.30 -2.71
H -2.43 1.42 -1.23
O -1.77 1.72 -1.86
H -2.76 0.49 1.08
H -3.06 1.52 2.01
O -3.43 1.18 1.15
H 1.93 1.33 -3.50
H 3.39 -0.43 -2.77
O 1.37 1.97 -3.95
H -3.75 -1.54 3.19
H -2.34 -1.96 3.90
O -2.80 -1.68 3.08
H -3.05 3.13 0.85
H -3.03 3.23 -0.68
O -2.56 3.52 0.12
H 3.74 0.65 0.86
H 4.43 0.67 2.22
O 4.54 0.95 1.32
H -2.10 2.86 3.72
H -1.10 1.67 3.47
O -1.82 2.22 3.05
H -0.03 0.34 5.13
H 0.42 -0.18 3.76
O 0.11 0.64 4.22
H 1.50 3.47 -1.72
H 0.37 4.35 -1.75
O 1.19 4.23 -2.23
H 4.93 0.42 -0.81
H 4.53 -1.02 -0.55
O 4.26 -0.23 -0.99
H 1.58 -1.93 2.78
H 1.37 -2.37 4.25
O 1.33 -1.63 3.67
H 3.02 -0.41 -4.14
H 0.47 1.80 -3.64
O 2.59 -0.61 -3.30

Values from the calculation:
LUMO energy, eV: -0.2017
Frontier orbital gap, eV: 9.009
Net charge: 0

Partial atomic charges computed with the natural (NBO) method, in multiples of e: -0.103 -0.759 -0.071 -0.435 -0.217 -0.615 -0.606 -0.880 0.173 0.230 0.475 0.187 0.223 0.208 0.193 0.212 0.207 0.199 0.200 0.194 0.219 0.345 0.389 0.475 0.490 -0.950 0.464 0.501 -0.988 0.474 0.492 -0.943 0.487 0.479 -0.964 0.482 0.465 -0.951 0.501 0.468 -0.975 0.478 0.519 -0.999 0.473 0.512 -0.982 0.465 0.462 -0.925 0.503 0.485 -0.968 0.507 0.485 -0.965 0.469 0.462 -0.957



It is #i that is most stable; the runner-up trails by 1.082 eV.



#i
The following is a quantum chemistry calculation of C6H15NO in the gas phase, from OMol25.

Geometry (Å):
N 2.67 -1.27 0.94
C 1.94 -0.02 1.09
C 0.75 -0.10 1.97
C -0.54 -0.37 1.14
C -0.87 0.84 0.22
C -1.76 0.33 -0.93
C -1.21 0.70 -2.30
O -1.72 -0.03 -3.44
H 2.79 -1.56 -0.02
H 2.23 -2.07 1.40
H 1.79 0.36 0.04
H 2.61 0.80 1.44
H 0.95 -1.00 2.59
H 0.63 0.75 2.65
H -0.39 -1.33 0.66
H -1.38 -0.43 1.85
H -0.01 1.45 -0.08
H -1.43 1.49 0.87
H -1.64 -0.76 -0.86
H -2.81 0.56 -0.87
H -1.35 1.73 -2.64
H -0.12 0.70 -2.24
H -1.12 -0.79 -3.49

Values from the calculation:
LUMO energy, eV: 0.8001
SMILES: NCCCCCCO
Frontier orbital gap, eV: 9.864
Net charge: 0

Partial atomic charges computed with the natural (NBO) method, in multiples of e: -0.841 -0.226 -0.414 -0.382 -0.412 -0.429 -0.066 -0.712 0.356 0.351 0.175 0.179 0.201 0.210 0.193 0.206 0.204 0.207 0.196 0.215 0.176 0.151 0.460



#ii
The following is a quantum chemistry calculation of C6H15NO in the gas phase, from OMol25.

Geometry (Å):
C -1.36 -0.57 -1.44
C -0.95 -0.26 0.00
C -0.40 -1.50 0.68
C -2.17 0.29 0.75
C 0.30 1.10 0.33
C 1.08 0.80 -0.83
O 2.56 1.34 -0.06
N 3.24 0.20 0.46
H -1.68 0.33 -1.97
H -2.20 -1.27 -1.44
H -0.57 -1.06 -2.00
H -1.11 -2.33 0.61
H 0.56 -1.79 0.25
H -0.22 -1.32 1.74
H -1.93 0.50 1.79
H -2.54 1.20 0.29
H -2.98 -0.44 0.73
H -0.25 2.03 0.27
H 0.67 0.88 1.32
H 1.36 -0.19 -1.16
H 0.98 1.50 -1.65
H 3.51 0.42 1.41
H 4.10 0.12 -0.08

Values from the calculation:
LUMO energy, eV: 0.8928
SMILES: CC(C)(C)CCON
Frontier orbital gap, eV: 9.179
Net charge: 0

Partial atomic charges computed with the natural (NBO) method, in multiples of e: -0.646 0.037 -0.643 -0.624 -0.399 -0.065 -0.494 -0.558 0.212 0.217 0.208 0.207 0.217 0.209 0.207 0.204 0.196 0.210 0.229 0.202 0.202 0.337 0.334



#iii
The following is a quantum chemistry calculation of 2 unconnected molecules or ions with the total composition C6H15NO, from OMol25.

Geometry (Å):
C 1.07 -2.59 -0.88
C 0.52 -1.54 0.04
C -0.35 -0.63 -0.40
C -0.74 -0.55 -1.85
C -0.88 0.41 0.59
C -0.13 1.75 0.48
N -0.21 2.41 -0.83
H 0.31 -3.26 -1.28
H 1.78 -2.22 -1.62
H 1.70 -3.29 -0.33
H 0.72 -1.63 1.10
H -1.43 0.27 -2.02
H 0.13 -0.46 -2.50
H -1.26 -1.43 -2.23
H -1.94 0.48 0.31
H -0.74 0.06 1.60
H -0.34 2.43 1.31
H 0.91 1.47 0.64
H -0.52 3.37 -0.73
H -0.98 2.03 -1.38
O 1.03 0.86 3.11
H 0.52 0.28 3.68
H 0.83 1.80 3.20

Values from the calculation:
LUMO energy, eV: 0.7234
SMILES: C/C=C(\C)CCN.O
Frontier orbital gap, eV: 9.398
Net charge: 0

Partial atomic charges computed with the natural (NBO) method, in multiples of e: -0.661 -0.199 0.028 -0.657 -0.433 -0.211 -0.834 0.214 0.217 0.213 0.197 0.198 0.231 0.220 0.191 0.225 0.165 0.194 0.352 0.344 -0.956 0.480 0.482



It is #iii that is most stable; the runner-up trails by 0.098 eV.



#i
The following is a quantum chemistry calculation of 2 unconnected molecules or ions with the total composition C6H15NO, from OMol25.

Geometry (Å):
C 2.50 0.90 -1.81
C 2.22 1.64 -0.55
C 2.54 1.16 0.64
O 2.25 1.83 1.80
H 3.06 1.50 -2.53
H 3.08 -0.02 -1.68
H 1.57 0.64 -2.31
H 1.69 2.58 -0.68
H 3.02 0.20 0.74
H 2.59 1.32 2.54
C -2.91 -1.93 -0.88
C -2.11 -1.52 0.34
N -1.42 -0.26 0.12
C -0.77 0.25 1.32
H -3.58 -2.74 -0.63
H -2.26 -2.27 -1.68
H -3.49 -1.09 -1.25
H -1.35 -2.27 0.58
H -2.77 -1.47 1.23
H -2.08 0.42 -0.22
H -0.39 1.25 1.13
H -1.45 0.27 2.19
H 0.06 -0.40 1.59

Values from the calculation:
LUMO energy, eV: 0.8762
SMILES: C/C=C/O.CCNC
Frontier orbital gap, eV: 9.443
Net charge: 0

Partial atomic charges computed with the natural (NBO) method, in multiples of e: -0.626 -0.276 0.118 -0.688 0.207 0.206 0.215 0.205 0.162 0.478 -0.608 -0.213 -0.616 -0.409 0.209 0.210 0.199 0.182 0.150 0.344 0.212 0.157 0.183



#ii
The following is a quantum chemistry calculation of C6H15NO in the gas phase, from OMol25.

Geometry (Å):
C 1.91 -1.50 0.57
C 0.54 -0.97 0.81
C 0.01 -1.36 2.15
C 0.65 0.56 0.80
C 0.16 1.22 -0.48
N -1.26 0.92 -0.77
C -1.46 1.35 -2.23
O -2.57 0.73 -2.78
H 2.66 -0.83 0.14
H 2.46 -1.75 1.54
H 1.92 -2.44 -0.08
H -0.10 -1.29 -0.11
H 0.61 -1.32 2.99
H -0.79 -0.65 2.35
H -0.41 -2.36 2.05
H 1.66 1.02 0.89
H 0.16 1.04 1.74
H 0.76 0.89 -1.33
H 0.32 2.36 -0.26
H -1.59 0.04 -0.49
H -0.54 0.92 -2.89
H -1.59 2.45 -2.23
H -3.48 0.97 -2.37

Values from the calculation:
LUMO energy, eV: 0.9882
SMILES: CC(C)CCNCO
Frontier orbital gap, eV: 9.811
Net charge: 0

Partial atomic charges computed with the natural (NBO) method, in multiples of e: -0.605 -0.260 -0.595 -0.394 -0.222 -0.680 0.118 -0.738 0.212 0.205 0.208 0.202 0.211 0.205 0.207 0.209 0.199 0.167 0.192 0.370 0.148 0.162 0.479



#iii
The following is a quantum chemistry calculation of 2 unconnected molecules or ions with the total composition C6H15NO, from OMol25.

Geometry (Å):
C -2.84 -0.23 1.94
C -2.09 -0.46 0.88
C -2.56 -1.27 -0.29
O -2.43 -0.47 -1.46
H -2.52 0.31 2.82
H -3.88 -0.55 1.91
H -1.06 -0.13 0.80
H -1.95 -2.17 -0.39
H -3.59 -1.62 -0.13
H -3.05 -0.77 -2.14
C 1.08 -0.21 -1.34
C 1.97 0.00 -0.11
N 2.72 1.24 -0.24
C 3.74 1.40 0.80
H 0.58 -1.17 -1.30
H 1.74 -0.22 -2.21
H 0.34 0.56 -1.47
H 2.71 -0.80 -0.10
H 1.37 -0.05 0.81
H 2.07 2.01 -0.17
H 4.47 2.13 0.49
H 3.34 1.68 1.78
H 4.26 0.44 0.91

Values from the calculation:
LUMO energy, eV: 0.8938
SMILES: C=CCO.CCNC
Frontier orbital gap, eV: 9.647
Net charge: 0

Partial atomic charges computed with the natural (NBO) method, in multiples of e: -0.381 -0.187 -0.098 -0.727 0.202 0.187 0.199 0.166 0.164 0.474 -0.613 -0.216 -0.621 -0.413 0.206 0.212 0.210 0.182 0.154 0.346 0.197 0.166 0.190



It is #i that is most stable; the runner-up trails by 0.343 eV.